# 1
A structure of composition C76H59CoN7O4PS. Source: the Open Molecules 2025 dataset; level of theory: the ωB97M-V functional and the def2-TZVPD basis.

Each line ends with the Löwdin charge.
Cartesian coordinates (Å):
Co1 -0.071 0.542 -0.313  0.48
C1 -4.393 6.884 5.567  -0.09
O1 -5.084 5.761 5.054  -0.11
C2 -4.345 4.949 4.222  -0.30
C3 -4.281 3.596 4.524  0.00
C4 -3.563 2.734 3.711  -0.03
C5 -2.892 3.208 2.586  -0.21
C6 -3.000 4.560 2.275  -0.01
C7 -3.715 5.431 3.084  -0.01
C8 -2.056 2.315 1.742  -0.07
C9 -0.868 1.821 2.273  -0.23
C10 -0.485 1.888 3.651  -0.01
C11 0.653 1.153 3.776  -0.01
C12 1.015 0.712 2.459  -0.25
N1 0.069 1.109 1.567  0.05
C13 2.210 0.069 2.124  -0.09
C14 2.610 -0.091 0.784  -0.24
C15 3.952 -0.370 0.378  -0.02
C16 3.988 -0.261 -0.983  -0.03
C17 2.662 0.045 -1.411  -0.25
C18 2.222 0.000 -2.747  -0.07
C19 3.247 -0.236 -3.794  -0.19
C20 4.306 0.653 -3.999  -0.03
C21 5.323 0.365 -4.889  -0.01
C22 5.317 -0.831 -5.601  -0.29
O2 6.385 -1.053 -6.424  -0.09
C23 6.455 -2.313 -7.051  -0.10
C24 4.258 -1.712 -5.437  -0.01
C25 3.238 -1.408 -4.544  -0.04
C26 0.870 -0.062 -3.074  -0.23
N2 -0.164 0.011 -2.160  0.06
C27 -1.293 -0.334 -2.820  -0.25
C28 -2.613 -0.296 -2.305  -0.08
C29 -3.591 -1.239 -2.859  -0.17
C30 -3.151 -2.544 -3.128  -0.02
C31 -4.007 -3.559 -3.514  -0.02
C32 -5.363 -3.298 -3.660  -0.29
O3 -6.304 -4.240 -3.981  -0.09
C33 -5.849 -5.567 -4.101  -0.11
C34 -5.820 -2.001 -3.466  -0.01
C35 -4.955 -0.995 -3.075  -0.03
C36 -2.890 0.585 -1.228  -0.24
C37 -4.149 1.171 -0.898  -0.02
C38 -3.941 2.009 0.163  -0.02
C39 -2.569 1.890 0.513  -0.24
N3 -1.939 1.040 -0.368  0.04
C40 -0.994 -0.595 -4.195  -0.02
C41 0.342 -0.381 -4.360  -0.01
N4 1.840 0.146 -0.312  0.05
C42 3.142 -0.375 3.187  -0.19
C43 3.459 -1.733 3.307  -0.03
C44 4.317 -2.187 4.288  0.00
C45 4.903 -1.289 5.176  -0.28
O4 5.733 -1.830 6.121  -0.09
C46 6.363 -0.935 7.006  -0.11
C47 4.622 0.064 5.061  -0.03
C48 3.743 0.507 4.078  -0.03
H1 -5.097 7.414 6.204  0.09
H2 -4.047 7.556 4.778  0.08
H3 -3.529 6.571 6.163  0.09
H4 -4.802 3.237 5.403  0.12
H5 -3.517 1.680 3.954  0.13
H6 -2.503 4.936 1.388  0.12
H7 -3.777 6.481 2.824  0.10
H8 -1.027 2.400 4.429  0.10
H9 1.206 0.944 4.677  0.10
H10 4.772 -0.582 1.045  0.10
H11 4.835 -0.409 -1.632  0.10
H12 4.331 1.581 -3.441  0.12
H13 6.144 1.054 -5.045  0.11
H14 7.391 -2.325 -7.605  0.09
H15 5.623 -2.469 -7.745  0.09
H16 6.458 -3.126 -6.319  0.09
H17 4.210 -2.647 -5.979  0.10
H18 2.438 -2.121 -4.398  0.10
H19 -2.102 -2.768 -2.988  0.10
H20 -3.607 -4.553 -3.671  0.10
H21 -6.731 -6.178 -4.283  0.09
H22 -5.359 -5.907 -3.183  0.09
H23 -5.154 -5.683 -4.939  0.09
H24 -6.873 -1.797 -3.622  0.11
H25 -5.353 0.003 -2.963  0.09
H26 -5.079 1.006 -1.413  0.07
H27 -4.663 2.615 0.688  0.10
H28 -1.722 -0.859 -4.945  0.11
H29 0.916 -0.441 -5.270  0.10
H30 3.008 -2.441 2.622  0.10
H31 4.542 -3.241 4.396  0.12
H32 6.948 -1.543 7.692  0.09
H33 5.635 -0.347 7.574  0.09
H34 7.031 -0.249 6.474  0.09
H35 5.091 0.789 5.714  0.10
H36 3.531 1.566 3.999  0.12
S1 0.979 6.814 -1.886  0.97
C49 0.760 5.092 -1.504  -0.51
C50 -0.171 4.325 -2.193  -0.05
C51 -0.338 3.000 -1.846  -0.06
N5 0.355 2.409 -0.870  0.04
C52 1.261 3.143 -0.222  -0.06
C53 1.495 4.474 -0.500  -0.05
C54 -0.103 7.473 -0.623  -0.51
C55 -1.433 7.750 -0.909  -0.08
C56 -2.226 8.279 0.097  -0.15
N6 -1.788 8.535 1.327  0.06
C57 -0.517 8.243 1.592  -0.14
C58 0.364 7.716 0.662  -0.08
H37 -0.765 4.764 -2.983  0.11
H38 -1.060 2.384 -2.365  0.12
H39 1.815 2.634 0.557  0.12
H40 2.234 5.027 0.063  0.11
H41 -1.834 7.558 -1.895  0.10
H42 -3.267 8.520 -0.092  0.11
H43 -0.187 8.455 2.604  0.11
H44 1.391 7.503 0.925  0.10
N7 -0.540 -1.108 0.325  -0.21
P1 -0.361 -2.618 0.261  0.77
C59 0.522 -3.471 -1.117  -0.26
C60 1.848 -3.084 -1.309  -0.08
C61 2.629 -3.688 -2.281  -0.09
C62 2.094 -4.694 -3.074  -0.10
C63 0.766 -5.065 -2.912  -0.09
C64 -0.018 -4.453 -1.944  -0.09
C65 -1.960 -3.497 0.473  -0.26
C66 -3.115 -2.737 0.592  -0.07
C67 -4.346 -3.356 0.761  -0.08
C68 -4.427 -4.740 0.822  -0.10
C69 -3.269 -5.505 0.746  -0.10
C70 -2.039 -4.885 0.585  -0.10
C71 0.547 -3.278 1.722  -0.26
C72 0.302 -2.598 2.914  -0.08
C73 0.869 -3.037 4.099  -0.09
C74 1.687 -4.161 4.104  -0.12
C75 1.946 -4.834 2.919  -0.10
C76 1.376 -4.395 1.729  -0.09
H45 2.270 -2.311 -0.675  0.09
H46 3.659 -3.379 -2.413  0.11
H47 2.709 -5.181 -3.822  0.10
H48 0.343 -5.852 -3.526  0.10
H49 -1.052 -4.747 -1.825  0.09
H50 -3.031 -1.659 0.541  0.09
H51 -5.242 -2.753 0.841  0.10
H52 -5.388 -5.228 0.935  0.09
H53 -3.328 -6.586 0.810  0.09
H54 -1.132 -5.478 0.555  0.10
H55 -0.329 -1.716 2.880  0.10
H56 0.675 -2.503 5.022  0.11
H57 2.130 -4.503 5.032  0.10
H58 2.595 -5.703 2.921  0.10
H59 1.580 -4.924 0.805  0.10

Results
Spin multiplicity: 2
Kohn-Sham gap (alpha / beta) (eV): 4.01 / 5.22
Net charge: -1
LUMO (alpha / beta) (eV): 1.78 / 1.73
HOMO (alpha / beta) (eV): -2.23 / -3.48
⟨S²⟩: 0.85

=====

# 2
A structure of composition C3H5LiO4Pb. Source: the Open Molecules 2025 dataset; level of theory: the ωB97M-V functional and the def2-TZVPD basis.

Each line ends with the Löwdin charge.
Cartesian coordinates (Å):
Pb1 2.160 0.304 -0.693  1.32
O1 1.480 2.054 0.465  -0.36
C1 0.370 2.491 0.743  -0.12
H1 -0.501 2.262 0.100  0.09
H2 0.219 3.130 1.628  0.10
C2 0.280 -1.414 0.900  -0.26
O2 -0.602 -1.774 -0.227  -0.08
C3 -0.654 -1.015 -1.273  -0.63
O3 0.196 -0.172 -1.572  -0.18
O4 -1.877 -0.999 -1.761  0.21
Li1 -0.612 -2.429 2.522  0.80
H3 1.275 -1.793 0.600  -0.03
H4 0.218 -0.317 1.022  -0.02
H5 -1.952 -0.328 -2.453  0.15

Results
Spin multiplicity: 2
Kohn-Sham gap (alpha / beta) (eV): 5.20 / 8.63
Net charge: +1
LUMO (alpha / beta) (eV): -3.85 / -3.72
HOMO (alpha / beta) (eV): -9.05 / -12.35
⟨S²⟩: 0.76

=====

# 3
A structure of composition C2H4NPS. Source: the Open Molecules 2025 dataset; level of theory: the ωB97M-V functional and the def2-TZVPD basis.

Each line ends with the Löwdin charge.
Cartesian coordinates (Å):
C1 0.400 0.623 0.313  -0.16
C2 0.951 -0.507 -0.484  -0.18
N1 -0.021 -0.786 0.501  -0.49
P1 -1.577 -1.303 0.394  0.79
S1 -2.987 1.001 -0.171  -0.23
H1 1.144 0.947 1.031  0.10
H2 -0.528 1.169 0.280  -0.03
H3 0.629 -0.551 -1.502  0.10
H4 1.987 -0.593 -0.361  0.09

Results
Kohn-Sham gap (alpha / beta) (eV): 5.98 / 5.84
LUMO (alpha / beta) (eV): -2.31 / -2.37
HOMO (alpha / beta) (eV): -8.28 / -8.20

=====

What is the formula in the third record?
C2H4NPS

=====

Which formula does entry 2 have?
C3H5LiO4Pb